Record 1
Molecular formula: C13H19BO9
Method: DFT, wB97M-V/def2-TZVPD

Element x y z (Å)
1 C 4.47274 -0.11331 0.94813
2 C 3.03475 0.26994 1.25454
3 O 2.31938 0.44379 0.01836
4 B 1.59124 1.57496 -0.14525
5 O 1.49400 2.14169 -1.39535
6 C 0.79842 2.18728 1.08397
7 C -0.36681 1.78425 1.60214
8 C -1.28186 0.68759 1.18795
9 C -2.00702 1.03843 -0.09364
10 O -1.79928 2.00901 -0.74944
11 O -2.92759 0.11690 -0.52650
12 C -3.46037 -0.80159 0.39580
13 C -4.66884 -0.30198 1.11317
14 O -2.97895 -1.88161 0.50593
15 C -0.67785 2.63602 2.78698
16 O -1.55372 2.48270 3.58717
17 O 0.26147 3.61988 2.85649
18 C 1.25358 3.32609 1.90974
19 O 2.29163 3.91041 1.90310
20 H 5.05229 0.77152 0.69285
21 H 4.50950 -0.83543 0.13821
22 H 4.90887 -0.55422 1.84391
23 H 3.04009 1.18250 1.84880
24 H 2.55348 -0.52975 1.81988
25 H 1.98686 2.96941 -1.45010
26 H -0.76507 -0.26733 1.08503
27 H -2.02967 0.55918 1.97563
28 H -5.42204 -1.08362 1.13035
29 H -4.38784 -0.08406 2.14507
30 H -5.06207 0.60824 0.67205
31 C 0.41491 -1.61265 -3.53398
32 C 0.40032 -2.25877 -2.15824
33 C -0.51847 -3.46916 -2.10606
34 O 0.02156 -1.30223 -1.16841
35 H -0.58781 -1.26531 -3.79851
36 H 1.07933 -0.74861 -3.54202
37 H 0.74527 -2.31763 -4.29807
38 H 1.41398 -2.55747 -1.88707
39 H -1.54686 -3.17312 -2.32931
40 H -0.51130 -3.91408 -1.11109
41 H -0.21396 -4.22620 -2.83003
42 H -0.87624 -1.02174 -1.38216

Properties
SMILES string	CCOB(O)C1=C(CC(=O)OC(C)=O)C(=O)OC1=O.CC(C)O
2S+1	1
molecular weight	330.10	g mol⁻¹
frontier orbital gap	0.3424	Ha
HOMO	-10.26	eV
total energy	-32895.6312	eV
LUMO energy	-0.94	eV

These are the natural (NBO) partial charges, in e, on atoms 1 to 8: atom 1 (C): -0.621, atom 2 (C): -0.059, atom 3 (O): -0.690, atom 4 (B): 1.175, atom 5 (O): -0.903, atom 6 (C): -0.399, atom 7 (C): -0.024, atom 8 (C): -0.597

=====

Record 2
Molecular formula: C25H15F4N9O3RuS
Method: DFT, wB97M-V/def2-TZVPD

Element x y z (Å)
1 Ru -0.09604 2.01673 1.46219
2 N 4.97867 -3.30405 -0.58687
3 C 4.52903 -2.12598 -0.07116
4 C 3.76770 -1.24957 -0.86184
5 C 3.31241 -0.05911 -0.34367
6 C 3.61569 0.28241 0.97442
7 C 4.40766 -0.55326 1.75819
8 C 4.85359 -1.74925 1.24016
9 S 2.97423 1.74058 1.64976
10 O 3.83882 2.24983 2.66136
11 O 2.49296 2.58961 0.57585
12 N 1.51920 1.31639 2.31392
13 C 1.21973 0.49267 3.37840
14 N 2.13761 -0.16047 4.06785
15 C 1.66651 -0.91883 5.05915
16 C 0.31660 -1.03139 5.34779
17 C -0.55549 -0.31588 4.54204
18 N -0.11284 0.45233 3.55457
19 H 4.58951 -3.64972 -1.44441
20 H 5.41023 -3.97958 0.01619
21 H 3.55373 -1.51531 -1.88873
22 H 2.74080 0.62711 -0.95462
23 H 4.65072 -0.26386 2.76949
24 H 5.46538 -2.40572 1.84583
25 H 2.40742 -1.45572 5.63977
26 H -0.04074 -1.64823 6.15786
27 H -1.62807 -0.35338 4.68933
28 N -2.95168 4.77105 0.37052
29 C -1.88730 4.13331 0.81959
30 O -1.76025 2.89581 0.59906
31 C -0.80490 4.83050 1.56932
32 C -0.13873 3.80126 2.48514
33 H -3.64863 4.27214 -0.15986
34 H -3.07699 5.75496 0.53596
35 H -1.18015 5.71224 2.09354
36 H -0.09263 5.18282 0.81546
37 H -0.72271 3.65830 3.39818
38 H 0.86921 4.11391 2.75397
39 F -2.33782 0.60160 -2.14303
40 C -2.56515 -0.54384 -2.77524
41 C -3.63099 -0.60879 -3.64708
42 F -4.36419 0.47881 -3.81430
43 C -3.92562 -1.77565 -4.35461
44 C -3.08600 -2.86943 -4.14171
45 C -2.01678 -2.80452 -3.26669
46 F -1.28949 -3.89265 -3.09096
47 C -1.72335 -1.63794 -2.55420
48 C -0.61052 -1.56962 -1.62881
49 C -0.49215 -0.53502 -0.68191
50 N -0.37448 0.28645 0.11420
51 C 0.42567 -2.52666 -1.60148
52 N 1.29997 -3.27847 -1.58698
53 F -3.31793 -4.01957 -4.74833
54 C -5.06881 -1.84948 -5.26862
55 C -5.05988 -2.69160 -6.39399
56 N -5.06623 -3.36890 -7.32866
57 C -6.22766 -1.08169 -5.04875
58 N -7.18881 -0.46769 -4.87252

Properties
expectation value of S²	8.8127
2S+1	6
molecular weight	698.58	g mol⁻¹
frontier orbital gap (spin up / spin down)	0.2892 / 0.1429	Ha
HOMO (spin up / spin down)	-10.48 / -10.51	eV
total energy	-69997.8933	eV
LUMO energy (spin up / spin down)	-2.61 / -6.63	eV
total charge	+1

These are the natural (NBO) partial charges, in e, on atoms 1 to 8: atom 1 (Ru): 1.282, atom 2 (N): -0.772, atom 3 (C): 0.211, atom 4 (C): -0.236, atom 5 (C): -0.168, atom 6 (C): -0.459, atom 7 (C): -0.113, atom 8 (C): -0.279

=====

Record 3
Molecular formula: C6H8N2
Method: DFT, wB97M-V/def2-TZVPD

Element x y z (Å)
1 C 0.45253 -2.15806 -0.39769
2 C 0.37178 -0.66576 1.65913
3 C 0.08204 0.77247 1.91376
4 C -0.38087 1.37393 0.76710
5 C -0.45112 0.29552 -0.31477
6 C -0.15358 0.88306 -1.66153
7 H 1.16676 -2.17219 -1.26505
8 H -0.47284 -2.41626 -0.71808
9 H 0.80367 -2.91335 0.27066
10 H -0.42596 -1.27289 2.26678
11 H 1.41981 -1.01125 2.04183
12 H 0.02930 1.28934 2.84110
13 H -0.86647 2.30579 0.39513
14 H -1.52288 0.16971 -0.38228
15 N 0.16987 -0.88659 0.26928
16 N -0.12073 1.31718 -2.73300

Properties
SMILES string	CN1CC=C[C@H]1C#N
2S+1	1
molecular weight	108.14	g mol⁻¹
frontier orbital gap	0.3379	Ha
HOMO	-8.43	eV
total energy	-9329.2012	eV
LUMO energy	0.77	eV

These are the natural (NBO) partial charges, in e, on atoms 1 to 8: atom 1 (C): -0.393, atom 2 (C): -0.220, atom 3 (C): -0.188, atom 4 (C): -0.175, atom 5 (C): -0.166, atom 6 (C): 0.273, atom 7 (H): 0.197, atom 8 (H): 0.189

=====

Record 4
Molecular formula: C13H20N2O3S
Method: DFT, wB97M-V/def2-TZVPD

Element x y z (Å)
1 C -4.44729 2.48970 -2.88698
2 C -3.19186 1.62833 -2.94343
3 C -2.42137 1.66287 -1.62573
4 C -1.16365 0.79764 -1.68210
5 H -1.44650 -0.22791 -1.91783
6 H -0.51425 1.16304 -2.48048
7 C -0.38677 0.83594 -0.36404
8 C -1.12336 0.15185 0.76690
9 O -0.99438 0.43833 1.92955
10 O -1.92555 -0.84137 0.37202
11 H -2.34716 -1.25419 1.14214
12 H -0.25768 1.88072 -0.06085
13 C 1.02706 0.21719 -0.49086
14 C 0.98880 -1.30056 -0.65006
15 H 1.98424 -1.67637 -0.87688
16 H 0.63826 -1.78100 0.26029
17 H 0.32807 -1.58417 -1.46426
18 C 1.88660 0.62672 0.71888
19 C 3.27966 0.07112 0.58058
20 O 4.06689 0.48487 -0.24066
21 N 3.68968 -0.95088 1.40781
22 C 3.13834 -1.68390 2.42377
23 N 3.87402 -2.51889 3.07989
24 C 3.17284 -3.17579 4.03210
25 C 1.86053 -2.85294 4.11865
26 S 1.45933 -1.65409 2.94436
27 H 1.11170 -3.22679 4.78553
28 H 3.68545 -3.89381 4.64516
29 H 4.66004 -1.21343 1.24949
30 H 1.40608 0.32541 1.64560
31 H 1.98405 1.71499 0.72165
32 H 1.49235 0.64515 -1.38501
33 H -3.07095 1.31042 -0.82196
34 H -2.14336 2.69493 -1.39838
35 H -3.46948 0.59674 -3.17063
36 H -2.54454 1.98230 -3.74897
37 H -5.11395 2.14094 -2.10131
38 H -4.18998 3.52633 -2.68091
39 H -4.98191 2.45055 -3.83304

Properties
SMILES string	CCCC[C@@H](C(=O)O)[C@H](C)CC(=O)Nc1nccs1
2S+1	1
molecular weight	284.38	g mol⁻¹
frontier orbital gap	0.3328	Ha
HOMO	-8.63	eV
total energy	-33764.8086	eV
LUMO energy	0.43	eV

These are the natural (NBO) partial charges, in e, on atoms 1 to 8: atom 1 (C): -0.600, atom 2 (C): -0.387, atom 3 (C): -0.391, atom 4 (C): -0.393, atom 5 (H): 0.215, atom 6 (H): 0.207, atom 7 (C): -0.317, atom 8 (C): 0.806

=====

What did the first record say?
Molecular formula: C13H19BO9
Method: DFT, wB97M-V/def2-TZVPD

Element x y z (Å)
1 C 4.47274 -0.11331 0.94813
2 C 3.03475 0.26994 1.25454
3 O 2.31938 0.44379 0.01836
4 B 1.59124 1.57496 -0.14525
5 O 1.49400 2.14169 -1.39535
6 C 0.79842 2.18728 1.08397
7 C -0.36681 1.78425 1.60214
8 C -1.28186 0.68759 1.18795
9 C -2.00702 1.03843 -0.09364
10 O -1.79928 2.00901 -0.74944
11 O -2.92759 0.11690 -0.52650
12 C -3.46037 -0.80159 0.39580
13 C -4.66884 -0.30198 1.11317
14 O -2.97895 -1.88161 0.50593
15 C -0.67785 2.63602 2.78698
16 O -1.55372 2.48270 3.58717
17 O 0.26147 3.61988 2.85649
18 C 1.25358 3.32609 1.90974
19 O 2.29163 3.91041 1.90310
20 H 5.05229 0.77152 0.69285
21 H 4.50950 -0.83543 0.13821
22 H 4.90887 -0.55422 1.84391
23 H 3.04009 1.18250 1.84880
24 H 2.55348 -0.52975 1.81988
25 H 1.98686 2.96941 -1.45010
26 H -0.76507 -0.26733 1.08503
27 H -2.02967 0.55918 1.97563
28 H -5.42204 -1.08362 1.13035
29 H -4.38784 -0.08406 2.14507
30 H -5.06207 0.60824 0.67205
31 C 0.41491 -1.61265 -3.53398
32 C 0.40032 -2.25877 -2.15824
33 C -0.51847 -3.46916 -2.10606
34 O 0.02156 -1.30223 -1.16841
35 H -0.58781 -1.26531 -3.79851
36 H 1.07933 -0.74861 -3.54202
37 H 0.74527 -2.31763 -4.29807
38 H 1.41398 -2.55747 -1.88707
39 H -1.54686 -3.17312 -2.32931
40 H -0.51130 -3.91408 -1.11109
41 H -0.21396 -4.22620 -2.83003
42 H -0.87624 -1.02174 -1.38216

Properties
SMILES string	CCOB(O)C1=C(CC(=O)OC(C)=O)C(=O)OC1=O.CC(C)O
2S+1	1
molecular weight	330.10	g mol⁻¹
frontier orbital gap	0.3424	Ha
HOMO	-10.26	eV
total energy	-32895.6312	eV
LUMO energy	-0.94	eV

These are the natural (NBO) partial charges, in e, on atoms 1 to 8: atom 1 (C): -0.621, atom 2 (C): -0.059, atom 3 (O): -0.690, atom 4 (B): 1.175, atom 5 (O): -0.903, atom 6 (C): -0.399, atom 7 (C): -0.024, atom 8 (C): -0.597

=====

- Look up the molecular weight of the fourth one.
  284.38 g mol⁻¹

=====

- Which formula does entry 2 have?
  C25H15F4N9O3RuS

=====

- The lowest total energy belongs to which entry?
  C25H15F4N9O3RuS